[1]
The following is a DFT calculation (ωB97M-V/def2-TZVPD) of 18 unconnected molecules or ions with the total composition C56H155N7O25 at a distorted geometry.

Calculated values
Molar mass = 1326.880 g/mol
LUMO level = 0.53 eV
Frontier orbital gap = 8.95 eV
Calculated total energy = -122187.6991 eV

Geometry as ORCA input:
```
! wB97M-V def2-TZVPD RIJCOSX def2/J DEFGRID3
* xyz 0 1
C -0.71463 -0.68872 3.47263
O 0.23589 -0.90243 2.36516
H -0.96245 -1.66900 3.83149
H -0.24066 -0.05208 4.26064
H -1.63219 -0.22421 3.11114
H -0.26091 -0.48069 1.67925
C -4.14180 4.44573 -0.70479
O -4.40148 3.06699 -0.34765
H -3.44103 4.87014 0.04191
H -3.60412 4.48667 -1.68737
H -5.07317 4.96300 -0.84847
H -3.54428 2.68087 -0.08922
C 3.80005 2.47991 -3.05465
O 4.86097 3.09134 -2.26198
H 2.80312 3.01759 -2.97647
H 4.11390 2.29290 -4.06289
H 3.54239 1.45593 -2.67481
H 5.00016 2.67147 -1.36462
C -3.99665 1.70753 2.62559
O -4.18956 1.21427 3.89002
H -3.32798 1.02513 2.10830
H -4.96197 1.64320 2.14325
H -3.67206 2.74306 2.69370
H -3.45034 0.70332 4.20014
C -0.49988 1.53840 -4.64078
O 0.11670 0.27618 -4.41051
H -0.18504 2.34259 -3.93789
H -0.14566 1.82828 -5.63545
H -1.64410 1.44687 -4.66775
H 0.70768 0.41624 -3.68083
C -4.48042 -2.03830 5.19149
O -3.40115 -1.06617 5.37325
H -4.10299 -3.06992 5.29043
H -5.25174 -1.98687 6.00259
H -4.88462 -1.80704 4.19853
H -3.42588 -0.78057 6.33127
C -6.82163 1.31391 -2.40930
O -5.53921 0.98555 -1.92975
H -7.13176 0.46629 -3.03320
H -7.60728 1.37548 -1.63197
H -6.78618 2.22280 -3.00225
H -5.25347 1.80504 -1.48570
C 1.43345 5.68563 -4.63272
O 0.70424 4.49757 -4.32826
H 0.75210 6.57155 -4.71149
H 2.19679 5.94010 -3.88502
H 1.94642 5.62494 -5.62582
H 0.00155 4.77478 -3.68086
C 1.73322 1.88108 0.03941
O 0.86474 2.47932 0.97309
C 0.02917 3.50277 0.36854
C -0.80942 3.05233 -0.76717
N -1.81675 2.09175 -0.34837
C -2.07360 0.93706 -1.27084
C -2.68969 -0.18987 -0.51219
O -1.82926 -0.65771 0.47548
C -2.39611 -1.80221 1.10942
H 1.19333 1.09096 -0.50987
H 2.49696 1.42849 0.67714
H 2.21780 2.64796 -0.63654
H 0.65641 4.28819 0.12127
H -0.64735 3.85881 1.15055
H -0.18460 2.56367 -1.54467
H -1.32976 3.84122 -1.25452
H -1.65089 1.68963 0.58743
H -1.10447 0.58134 -1.63994
H -2.57101 1.25978 -2.15949
H -2.92693 -1.01123 -1.18000
H -3.61989 0.17950 -0.05057
H -3.43210 -1.63180 1.25934
H -1.82629 -2.26783 1.93551
H -2.39245 -2.66122 0.41014
C 0.70018 -3.68211 5.62772
O 1.29028 -4.94834 5.74019
C 2.54120 -4.99116 5.13322
C 3.14201 -6.37040 5.45525
N 4.52754 -6.36073 5.03154
C 5.49893 -7.02510 5.88212
C 6.78375 -7.13880 5.11770
O 6.58978 -7.85608 3.90717
C 7.73657 -7.91324 3.11954
H -0.38904 -3.74999 5.71009
H 0.91098 -3.19473 4.66100
H 1.00371 -3.11552 6.44263
H 3.17941 -4.20838 5.65626
H 2.57980 -4.74319 4.06465
H 2.54532 -7.28248 5.04081
H 3.19723 -6.57470 6.49847
H 4.61720 -6.74909 4.10839
H 5.15050 -7.98784 6.30372
H 5.75422 -6.46132 6.82441
H 7.36648 -7.80490 5.79522
H 7.17788 -6.12303 5.02580
H 8.09876 -6.87869 2.96580
H 7.51754 -8.34419 2.16838
H 8.50748 -8.47146 3.73240
C 3.21857 -1.73551 0.58692
O 3.82709 -0.52265 0.69999
C 5.12080 -0.47836 -0.09530
C 5.98366 0.56224 0.60784
N 5.27199 1.81386 0.69749
C 6.00958 2.93564 1.32400
C 6.73281 2.62926 2.61478
O 5.67059 2.32112 3.50848
C 6.21811 2.02240 4.78942
H 2.43516 -1.75167 1.36419
H 3.96526 -2.63413 0.81314
H 2.85540 -1.85595 -0.47862
H 4.75944 -0.16620 -1.10056
H 5.61787 -1.46345 -0.08127
H 6.97556 0.61841 0.14928
H 6.16183 0.07034 1.58167
H 4.39649 1.69481 1.23749
H 5.21507 3.67215 1.51851
H 6.72437 3.42156 0.64762
H 7.31179 3.49234 2.94955
H 7.54120 1.90547 2.57827
H 5.32804 1.76221 5.43548
H 6.72149 2.88562 5.29265
H 6.91202 1.13095 4.65993
C -5.45037 -2.10175 -3.37488
O -4.83099 -2.48932 -4.63486
C -3.38813 -2.43174 -4.40089
C -2.63435 -2.26282 -5.74352
N -1.17395 -2.12472 -5.46279
C -0.30680 -2.27179 -6.65786
C -0.65667 -1.34960 -7.77691
O -0.43894 -0.06107 -7.34367
C -1.01268 0.91845 -8.16612
H -5.47864 -1.03213 -3.25939
H -4.85358 -2.63318 -2.61468
H -6.44013 -2.53308 -3.33418
H -3.10984 -3.30533 -3.92279
H -3.19096 -1.56614 -3.81697
H -3.08933 -1.42897 -6.26722
H -2.73319 -3.07418 -6.46861
H -1.01040 -1.25684 -4.97110
H -0.41925 -3.32109 -6.86881
H 0.69622 -2.16923 -6.32370
H -1.66452 -1.55782 -8.10076
H -0.07731 -1.59550 -8.74998
H -0.89399 1.93637 -7.73863
H -2.03625 0.78031 -8.33838
H -0.51355 0.96508 -9.18130
C -0.55585 3.17620 4.52245
O 0.66049 2.92852 5.30643
C 0.43991 2.38239 6.59532
C 1.59440 1.42024 6.87000
N 1.68643 0.35416 5.78723
C 2.38898 0.89098 4.57686
C 3.11791 -0.17890 3.89225
O 4.06790 -0.79095 4.73372
C 4.93134 -1.72364 4.12170
H -1.27771 3.89646 4.95384
H -1.04148 2.21188 4.44060
H -0.18452 3.55915 3.59823
H -0.45106 1.77333 6.56260
H 0.45781 3.17965 7.36649
H 1.42116 0.80915 7.79340
H 2.51380 1.91312 7.06551
H 2.39631 -0.31828 6.11207
H 3.20521 1.58188 4.87621
H 1.74492 1.45366 3.84849
H 3.51727 0.14645 2.98043
H 2.29082 -0.90254 3.56100
H 5.43589 -2.30389 4.92583
H 5.67499 -1.32008 3.39997
H 4.28431 -2.39333 3.47502
C -8.71363 -6.66063 -0.12415
O -7.63009 -6.64213 -1.10120
C -6.38895 -6.74140 -0.37474
C -5.28700 -6.04831 -1.16327
N -4.05094 -6.21829 -0.44074
C -2.95598 -5.51089 -1.07761
C -1.68361 -5.69534 -0.24562
O -2.06701 -5.22978 1.07658
C -1.06802 -5.36000 2.02485
H -8.67644 -7.54131 0.52315
H -9.75169 -6.75805 -0.66258
H -8.71197 -5.71096 0.42008
H -6.07941 -7.79673 -0.21938
H -6.46466 -6.30663 0.63068
H -5.57374 -5.00506 -1.27892
H -5.15664 -6.54305 -2.17847
H -4.03888 -5.93256 0.52969
H -3.21216 -4.38535 -1.14775
H -2.89353 -5.75672 -2.18095
H -0.89484 -5.09801 -0.66265
H -1.46221 -6.80775 -0.18776
H -0.20049 -4.68921 1.87525
H -0.69090 -6.41010 2.03879
H -1.49751 -5.07610 3.00583
C -1.32162 6.80105 -2.01554
O -1.51986 5.86749 -3.12119
C -2.40652 6.35661 -4.13244
C -2.36715 5.48432 -5.31538
N -3.02143 4.21741 -4.99078
C -3.47051 3.43303 -6.19109
C -4.56820 2.44155 -5.78981
O -4.79846 1.44057 -6.77675
C -5.70453 0.42780 -6.45290
H -0.85855 7.68591 -2.44854
H -0.59258 6.35892 -1.35397
H -2.26000 7.05939 -1.45158
H -2.08765 7.39795 -4.38755
H -3.44786 6.49469 -3.74893
H -1.33000 5.43735 -5.61058
H -2.87667 5.93187 -6.24451
H -2.63215 3.68622 -4.27177
H -2.70514 2.85183 -6.64156
H -3.85351 4.13813 -6.87862
H -5.48706 2.95647 -5.64541
H -4.40394 2.06537 -4.80494
H -6.72898 0.79292 -6.57362
H -5.61423 0.11223 -5.39555
H -5.44402 -0.44808 -7.00761
C 4.22544 6.20892 -0.27617
C 2.79081 6.00506 -0.73620
O 1.81752 6.33315 0.26034
H 4.56025 5.64354 0.59222
H 4.30817 7.25181 -0.11222
H 4.93016 5.94514 -1.08129
H 2.71287 5.03067 -1.21937
H 2.56511 6.69530 -1.57636
H 2.00233 5.82226 1.09187
C 1.49994 -2.48735 -3.11752
C 0.11588 -2.54687 -2.46213
O -0.54653 -3.73807 -2.87544
H 2.16534 -1.72983 -2.68383
H 1.39536 -2.18211 -4.14729
H 1.98795 -3.41932 -3.01662
H -0.43742 -1.64981 -2.79180
H 0.18163 -2.59096 -1.38816
H -0.68270 -3.53966 -3.86014
C 3.88562 5.59621 3.59913
C 2.97450 4.38457 3.39559
O 2.10332 4.60661 2.28346
H 4.55991 5.58686 4.53564
H 3.27155 6.43436 3.46382
H 4.64762 5.58600 2.80163
H 2.35965 4.35363 4.31120
H 3.50960 3.43715 3.24740
H 1.80327 3.70438 2.13120
*
```


[2]
The following is a DFT calculation (ωB97M-V/def2-TZVPD) of 16 unconnected molecules or ions with the total composition C56H156N12O16 at a distorted geometry.

Calculated values
Molar mass = 1253.932 g/mol
LUMO level = 0.15 eV
Frontier orbital gap = 9.23 eV
Calculated total energy = -111230.6555 eV

Geometry as ORCA input:
```
! wB97M-V def2-TZVPD RIJCOSX def2/J DEFGRID3
* xyz 0 1
C 4.16184 -5.23207 0.29940
C 3.23296 -6.38627 0.31172
C 3.71325 -7.56393 -0.57156
O 3.77888 -7.21834 -1.93241
C 3.96624 -8.33375 -2.84307
N 2.89875 -6.75046 1.70511
H 3.98178 -4.57419 1.14962
H 3.96446 -4.62091 -0.58131
H 5.19143 -5.58019 0.21672
H 2.25810 -6.11080 -0.09061
H 3.05709 -8.42385 -0.43700
H 4.71121 -7.83744 -0.22899
H 3.18510 -9.08498 -2.72658
H 4.93142 -8.80178 -2.64946
H 3.93785 -8.08979 -3.90505
H 2.14128 -6.18161 2.05547
H 2.44084 -7.64096 1.57312
C -1.42607 6.36150 4.56972
C 0.09882 6.21683 4.81355
C 0.94293 5.97832 3.49324
O 2.30130 5.78154 3.87440
C 3.13645 5.36922 2.80831
N 0.43880 7.49696 5.39916
H -1.65807 7.22544 3.94692
H -2.03278 6.52802 5.45982
H -1.77682 5.49288 4.01245
H 0.23532 5.40224 5.52481
H 0.89940 6.91294 2.93406
H 0.57175 5.10057 2.96419
H 3.05145 6.04848 1.96008
H 2.93891 4.34775 2.48323
H 4.13288 5.39289 3.24950
H 0.38898 8.21153 4.68713
H 1.40360 7.41534 5.68656
C 6.85092 -2.92705 5.00016
C 7.04267 -2.77624 6.56701
C 5.74350 -2.28226 7.28847
O 5.10579 -1.26800 6.56491
C 5.76283 -0.00322 6.44353
N 7.38468 -4.07431 7.22068
H 6.05392 -3.63953 4.78743
H 7.74565 -3.32719 4.52323
H 6.69399 -1.97724 4.48894
H 7.87497 -2.09932 6.75976
H 5.98393 -2.05639 8.32736
H 5.04691 -3.12057 7.27877
H 5.79861 0.40924 7.45184
H 5.13847 0.70064 5.89321
H 6.71666 0.09951 5.92607
H 6.70852 -4.75694 6.90934
H 7.02923 -4.01210 8.16401
C 4.62042 2.18603 -2.03810
C 5.27815 0.84119 -2.22073
C 6.12281 0.33592 -1.02798
O 6.84637 1.48493 -0.51983
C 7.67336 1.13141 0.59301
N 4.24415 -0.13486 -2.58237
H 3.86109 2.23211 -1.25747
H 4.04279 2.49201 -2.91036
H 5.27018 3.05194 -1.91112
H 6.00644 0.89241 -3.03010
H 6.81272 -0.48284 -1.23232
H 5.39979 0.05089 -0.26371
H 8.56860 0.60796 0.25743
H 7.19111 0.51093 1.34836
H 8.08838 2.00791 1.09061
H 3.44248 0.13353 -2.02974
H 3.92642 0.21978 -3.47308
C 1.20105 -0.09219 1.67148
C -0.30599 -0.11484 1.38530
C -0.63828 -0.79814 -0.00426
O 0.01932 -0.12532 -1.12447
C -0.56371 -0.29962 -2.43428
N -0.95704 -0.70328 2.55878
H 1.43486 0.25828 2.67677
H 1.75883 0.60105 1.04187
H 1.71128 -1.05334 1.73450
H -0.59284 0.93407 1.31050
H -1.71702 -0.89506 -0.12690
H -0.40453 -1.86259 0.01560
H -0.39050 -1.30811 -2.80983
H 0.06365 0.32439 -3.07078
H -1.61707 -0.04962 -2.56087
H -1.14704 -1.67715 2.37020
H -0.29474 -0.68412 3.32108
C 0.67013 -4.08774 6.77275
C 0.28177 -2.90420 7.60566
C 0.52330 -3.12882 9.10360
O -0.39071 -2.35506 9.83221
C -0.38122 -2.49204 11.29510
N 0.87643 -1.72810 6.98535
H 0.15320 -5.00479 7.05545
H 1.73319 -4.32648 6.80431
H 0.41777 -3.87381 5.73417
H -0.80448 -2.88201 7.51815
H 1.57798 -2.94819 9.31125
H 0.33951 -4.15111 9.43413
H -1.23737 -1.92113 11.65451
H 0.56135 -2.21165 11.76524
H -0.66268 -3.51070 11.56198
H 0.74075 -1.01913 7.69179
H 1.87777 -1.85903 7.00193
C -5.59858 1.19162 -5.44378
C -5.48634 0.21334 -6.62500
C -4.36402 0.73940 -7.59080
O -4.24464 -0.20745 -8.69419
C -3.16118 0.14907 -9.58042
N -5.11096 -1.15734 -6.24714
H -4.68971 1.21524 -4.84254
H -6.47291 0.98209 -4.82756
H -5.69698 2.22723 -5.76928
H -6.40888 0.22993 -7.20531
H -3.42504 0.72639 -7.03740
H -4.55215 1.70501 -8.06016
H -2.21926 0.23079 -9.03799
H -3.28459 1.11110 -10.07779
H -3.11704 -0.66563 -10.30320
H -5.91054 -1.58007 -5.79759
H -5.00832 -1.66173 -7.11613
C -9.08398 3.93134 -1.33787
C -8.58649 4.71747 -0.15177
C -7.06105 4.84449 -0.15777
O -6.55274 3.55840 -0.22135
C -5.13229 3.46432 -0.20778
N -9.25719 6.03397 -0.16772
H -8.70993 4.22860 -2.31758
H -10.17390 3.93902 -1.32735
H -8.83560 2.87113 -1.28923
H -8.89493 4.28188 0.79862
H -6.68911 5.38696 0.71142
H -6.74101 5.45224 -1.00413
H -4.72321 2.58039 -0.69710
H -4.66820 3.59063 0.77036
H -4.69797 4.26665 -0.80421
H -9.46929 6.40036 0.74927
H -10.13411 5.97268 -0.66506
C 4.39755 9.88857 -1.83136
C 4.18884 8.40893 -2.15769
C 2.76848 7.96761 -1.89644
O 2.57113 6.60605 -2.21915
C 1.20685 6.19703 -2.24865
N 4.50289 8.15864 -3.55004
H 3.76176 10.44332 -2.52138
H 5.46619 10.08978 -1.90636
H 4.15548 10.24995 -0.83191
H 4.90406 7.74966 -1.66584
H 1.99600 8.63585 -2.27701
H 2.56628 8.00390 -0.82597
H 1.26478 5.22182 -2.73208
H 0.51026 6.85834 -2.76395
H 0.75791 5.94505 -1.28789
H 5.49213 8.26859 -3.72152
H 4.32889 7.17323 -3.68709
C -4.38292 2.00408 7.37260
C -3.84572 1.35284 6.08035
C -4.76124 1.52363 4.82482
O -6.06949 1.15883 5.08105
C -6.92933 1.49453 4.01626
N -2.55962 1.93838 5.83165
H -4.21449 3.08095 7.38293
H -3.88922 1.50713 8.20770
H -5.43088 1.83344 7.61911
H -3.63388 0.32855 6.38700
H -4.35975 0.91006 4.01833
H -4.73402 2.55850 4.48366
H -6.96511 2.56431 3.81037
H -7.93981 1.20427 4.30398
H -6.69302 0.95801 3.09735
H -2.30958 1.42482 4.99868
H -1.96319 1.45543 6.48826
C 4.68609 0.69641 -8.73932
C 4.57740 1.28767 -7.32452
C 4.82595 2.79004 -7.35368
O 5.97105 3.17876 -8.12844
C 7.19851 2.94771 -7.48378
N 3.18835 0.98158 -6.87525
H 4.05167 1.24678 -9.43409
H 4.38382 -0.35000 -8.78129
H 5.67211 0.76683 -9.19857
H 5.26554 0.73054 -6.68877
H 4.81118 3.32161 -6.40220
H 3.97121 3.27606 -7.82410
H 7.99398 3.12816 -8.20680
H 7.19898 1.89378 -7.20568
H 7.25862 3.53394 -6.56682
H 3.08565 -0.02187 -6.92656
H 2.58813 1.42142 -7.55817
C -7.28984 -3.45149 3.31514
C -6.10798 -3.93956 2.51209
C -5.71936 -2.98478 1.42086
O -6.66741 -3.02201 0.30821
C -6.35071 -1.92935 -0.57052
N -5.00126 -4.12786 3.47317
H -8.24781 -3.31757 2.81269
H -6.99520 -2.58132 3.90175
H -7.55330 -4.14140 4.11682
H -6.29458 -4.92428 2.08364
H -4.76568 -3.38932 1.08184
H -5.44417 -2.01430 1.83384
H -5.54658 -2.27994 -1.21750
H -6.05785 -0.99738 -0.08703
H -7.22032 -1.67675 -1.17722
H -4.71935 -3.25745 3.90096
H -5.41912 -4.67412 4.21283
C -1.22155 -9.38719 2.92619
C -2.21092 -8.23418 3.00708
O -1.50355 -7.02596 2.78778
H -1.73274 -10.32093 2.69186
H -0.64965 -9.50073 3.84712
H -0.56224 -9.26823 2.06638
H -2.72884 -8.27940 3.96511
H -2.98601 -8.29762 2.24334
H -2.13690 -6.30632 2.83856
C -1.89425 -5.67759 -2.25131
C -2.04316 -7.14576 -2.65316
O -3.09284 -7.37545 -3.50595
H -0.95169 -5.38501 -1.78863
H -2.72236 -5.49818 -1.56563
H -1.90195 -4.96165 -3.07319
H -2.23457 -7.77939 -1.78715
H -1.11138 -7.47186 -3.11527
H -3.88379 -7.03264 -3.08348
C -0.24607 4.33257 -7.02249
C -0.41671 4.26746 -8.53638
O 0.40819 3.29157 -9.04922
H -0.45906 3.37667 -6.54397
H -0.93390 5.11526 -6.70251
H 0.79559 4.51505 -6.75838
H -0.27046 5.24927 -8.98667
H -1.46313 4.01035 -8.70068
H 0.53675 3.38609 -9.99587
C -0.30660 -3.56822 -6.80779
C 0.92404 -4.20156 -6.15788
O 1.90392 -3.22844 -6.29332
H -0.34914 -3.61153 -7.89610
H -0.42229 -2.52380 -6.51817
H -1.19457 -4.06184 -6.41290
H 1.29809 -5.13134 -6.58648
H 0.71753 -4.44430 -5.11551
H 2.60968 -3.43114 -5.67491
*
```